Density functional theory data (ωB97M-V/def2-TZVPD) for a molecular structure, C39H43BaN7O3P2SSi.

Structure (XYZ):
```
97
Properties=species:S:1:pos:R:3
Ba 13.1970 12.2593 12.6081
C 9.0992 10.3189 16.5698
N 10.2117 10.0900 15.6207
C 10.2454 9.0916 14.6664
C 11.4123 9.2217 13.9897
N 12.0939 10.3436 14.4613
C 11.3974 10.8716 15.4924
P 11.8057 12.3499 16.4002
C 13.6266 12.2473 16.5101
N 14.3872 11.9149 15.4761
C 15.7039 11.7064 15.9476
C 15.6911 11.8554 17.2959
N 14.3967 12.2094 17.7188
C 13.9318 12.7017 19.0491
C 11.5122 13.9273 15.5087
N 11.8546 14.1840 14.2157
C 11.3240 15.4231 13.9032
C 10.7996 16.0209 15.0278
N 10.9080 15.0439 16.1032
C 10.3732 15.1248 17.4322
H 9.4720 10.2774 17.5956
H 8.3621 9.5265 16.3249
H 8.6608 11.3436 16.4288
H 9.4515 8.3465 14.5157
H 11.8267 8.5205 13.2667
H 16.4725 11.5352 15.2115
H 16.3970 11.7740 18.0703
H 14.1004 13.8337 19.0128
H 14.5320 12.2566 19.8590
H 12.8428 12.5298 19.2153
H 11.4346 15.8233 12.9289
H 10.4860 17.0331 15.1429
H 9.3365 15.4280 17.4529
H 11.0340 15.7632 18.0386
H 10.3969 14.0944 17.8947
O 11.5610 10.3064 10.9081
S 10.7400 11.5569 10.9174
O 11.5953 12.7742 10.8610
O 9.7984 11.6039 12.0147
C 9.8495 11.5889 9.3995
C 9.9253 12.6923 8.5582
C 8.9767 12.9283 7.5965
C 8.0871 11.8807 7.3724
C 8.1026 10.6679 8.0623
C 9.0889 10.4907 9.0187
P 9.5111 8.9250 9.7813
C 10.0977 7.8181 8.5476
C 10.2367 6.4767 8.9244
C 10.7544 5.5719 8.0502
C 11.0082 5.9604 6.7141
C 10.8536 7.2807 6.3964
C 10.3546 8.2035 7.2415
C 7.9041 8.4051 10.3459
C 7.2045 7.3500 9.6819
C 5.8793 6.9556 10.0193
C 5.2471 7.7720 10.9800
C 5.9707 8.6929 11.7285
C 7.1882 9.1973 11.2767
H 10.7455 13.3694 8.7468
H 9.0609 13.8107 6.9016
H 7.3016 11.8916 6.6132
H 7.3042 9.9436 7.9523
H 10.0873 6.2402 9.9833
H 11.0623 4.5423 8.3774
H 11.2319 5.1822 5.9741
H 11.0471 7.5583 5.3724
H 10.0218 9.1537 6.8310
H 7.7287 6.8920 8.8375
H 5.4201 6.0956 9.5364
H 4.2649 7.5517 11.3436
H 5.3836 9.1003 12.5657
H 7.5690 10.1358 11.6417
C 17.9402 12.3031 9.8609
Si 16.1030 12.2139 10.1857
C 15.7734 10.3977 10.6404
C 14.8900 12.5418 8.7493
N 15.5602 13.2852 11.4694
C 15.9712 14.5139 11.8522
C 16.8699 15.2713 10.9748
C 16.9412 16.6442 11.0744
C 16.3557 17.2889 12.1833
C 15.6715 16.5789 13.1938
C 15.5018 15.1993 13.0238
H 18.3741 11.4482 9.3280
H 18.4747 12.3249 10.8029
H 18.2043 13.1482 9.2288
H 16.3173 9.7028 9.9899
H 14.6615 10.2472 10.5645
H 16.1243 10.2819 11.6929
H 13.8856 12.7754 9.1807
H 14.8415 11.6435 8.0783
H 15.2866 13.3879 8.2085
H 17.4512 14.7853 10.2468
H 17.4007 17.1895 10.2743
H 16.4493 18.3736 12.2105
H 15.2380 17.1128 14.0537
H 14.9026 14.5965 13.7135
```

Values from the calculation:
HOMO (eV): -5.664
Multiplicity: 1
Charge: 0
Orbital gap (Eh): 0.207

Atomic partial charges in e from the Mulliken method, atoms 1 to 5:
1 Ba 1.578
2 C -0.820
3 N 0.318
4 C 0.007
5 C -0.916



Density functional theory data (ωB97M-V/def2-TZVPD) for 2 unconnected molecules or ions with the total composition C23H21FO3S.

Structure (XYZ):
```
49
Properties=species:S:1:pos:R:3
F -3.2072 -4.5934 -2.4478
C -3.0213 -3.3171 -1.9917
C -2.5089 -2.3581 -2.8610
C -2.1837 -1.1174 -2.3432
C -2.4051 -0.7983 -0.9674
C -1.9895 0.4610 -0.4665
C -2.1948 0.9101 0.8772
C -2.6534 2.2340 1.1246
C -2.8432 2.6926 2.4213
C -2.5862 1.8559 3.5163
C -2.1688 0.5361 3.2944
C -1.9494 0.0755 2.0006
C -3.0537 -1.7853 -0.1678
C -3.2947 -3.0587 -0.6510
H -2.3488 -2.5943 -3.9088
H -1.7411 -0.3644 -2.9923
H -1.6152 1.1902 -1.1946
H -2.8618 2.8734 0.2639
H -3.1791 3.7168 2.5895
H -2.6956 2.2309 4.5371
H -1.9888 -0.1359 4.1348
H -1.5597 -0.9300 1.8270
H -3.3394 -1.5254 0.8508
H -3.6946 -3.8297 0.0006
C 1.1762 4.6461 0.3279
C 0.7026 3.2931 0.7918
O 0.8912 2.3758 -0.3236
C 0.9563 1.0421 -0.0310
C 0.8646 0.2697 -1.2497
S 1.1110 -1.3801 -1.2330
C 2.8418 -1.6860 -0.8447
C 3.2478 -1.8406 0.4884
C 4.5476 -2.2655 0.7838
C 5.4740 -2.4701 -0.2441
C 5.0875 -2.2380 -1.5662
C 3.7792 -1.8512 -1.8684
O 0.8829 -1.8986 -2.6034
O 1.0626 0.5915 1.1109
H 0.8025 5.4022 1.0168
H 2.2677 4.6752 0.3390
H 0.8247 4.8715 -0.6816
H 1.2630 2.9504 1.6682
H -0.3679 3.3240 1.0282
H 0.5367 0.7446 -2.1649
H 2.5370 -1.6258 1.2852
H 4.8339 -2.4408 1.8221
H 6.4899 -2.8045 -0.0174
H 5.7970 -2.3713 -2.3825
H 3.4741 -1.6822 -2.8976
```

Values from the calculation:
HOMO (eV): -6.832
Multiplicity: 1
Charge: 0
Energy above the lowest of the compared OMol25 structures with the same formula, charge and spin (kJ/mol): 252.9
Orbital gap (Eh): 0.170

Atomic partial charges in e from the Mulliken method, atoms 1 to 5:
1 F -0.318
2 C 0.484
3 C -0.612
4 C -0.362
5 C 0.743



Density functional theory data (ωB97M-V/def2-TZVPD) for 8 unconnected molecules or ions with the total composition C26H69BClFN3O17.

Structure (XYZ):
```
118
Properties=species:S:1:pos:R:3
C 1.3901 -3.2321 -0.9800
C 0.4239 -2.7618 -2.0946
C -0.4076 -1.6174 -1.4870
C -1.2395 -0.8213 -2.4810
N -2.1480 0.1752 -1.7924
B -2.4353 1.3650 -2.6539
O -1.5563 2.4115 -2.7077
O -3.6386 1.4084 -3.3250
C -3.7419 0.7142 -4.5770
C -1.7826 0.4202 -0.4799
N -0.5799 1.0006 -0.0767
C -0.6307 2.4467 0.2965
C 0.4339 3.3387 -0.3673
C 1.4964 2.6310 -1.1964
F -0.2269 4.2827 -1.1569
N -2.6658 0.0143 0.4093
Cl -2.3732 0.1971 2.0667
C -3.9160 -0.6871 0.0447
O -3.5674 -1.9967 -0.2485
C -4.6842 -2.7603 -0.7316
C -4.8767 -2.5979 -2.2322
H 1.1345 -2.6936 -0.0627
H 1.3314 -4.3034 -0.7882
H 2.4333 -2.9985 -1.2118
H 0.9947 -2.3746 -2.9472
H -0.2026 -3.5899 -2.4350
H 0.3256 -0.9455 -1.0282
H -1.0589 -2.0400 -0.7141
H -1.8959 -1.5056 -3.0324
H -0.6001 -0.3076 -3.2082
H -1.4624 2.7624 -3.6020
H -2.7798 0.6593 -5.0989
H -4.1123 -0.3060 -4.4274
H -4.4471 1.2516 -5.2145
H -0.1616 0.4406 0.6638
H -0.4968 2.5089 1.3818
H -1.6274 2.8504 0.0908
H 0.9235 3.9117 0.4283
H 1.7453 1.6455 -0.8013
H 1.1591 2.5646 -2.2323
H 2.4101 3.2336 -1.1939
H -4.3754 -0.1528 -0.7952
H -4.5818 -0.6255 0.9146
H -4.4713 -3.7998 -0.4748
H -5.5967 -2.4718 -0.1936
H -5.7260 -3.2106 -2.5526
H -3.9938 -2.9408 -2.7764
H -5.1104 -1.5618 -2.5021
C 4.1567 4.8113 -3.7974
C 3.6054 6.1466 -3.3483
O 4.5880 6.8546 -2.5982
O 4.6080 4.0636 -2.6743
H 3.3907 4.2254 -4.3066
H 4.9950 4.9646 -4.4882
H 2.7697 5.9940 -2.6647
H 3.2558 6.7321 -4.2034
H 5.2844 7.1445 -3.1964
H 5.0148 4.7118 -2.0818
C -4.9729 5.2864 -1.3348
C -4.5208 5.3028 -2.7786
O -3.1485 4.9194 -2.8575
O -4.1681 6.1314 -0.5359
H -6.0043 5.6294 -1.2495
H -4.9214 4.2546 -0.9513
H -4.5742 6.3143 -3.1788
H -5.1497 4.6460 -3.3883
H -3.0835 3.9895 -2.6170
H -3.2630 6.0366 -0.8583
C 0.7690 -1.5585 3.3481
C 0.7960 -3.0650 3.4863
O 2.1409 -3.5280 3.5004
O 1.4634 -1.1679 2.1682
H -0.2611 -1.2040 3.2659
H 1.2264 -1.0877 4.2259
H 0.3371 -3.5235 2.6091
H 0.2532 -3.3867 4.3795
H 2.5373 -3.2793 4.3428
H 2.2334 -1.7492 2.1120
C -2.2855 -1.1424 6.7517
C -3.0268 -2.3549 6.2321
O -4.0692 -1.9565 5.3395
O -3.1630 -0.2466 7.4044
H -1.5197 -1.4358 7.4709
H -1.7866 -0.6271 5.9149
H -3.5256 -2.8670 7.0532
H -2.3410 -3.0537 5.7432
H -3.6746 -1.6239 4.5288
H -3.9875 -0.2450 6.9041
C 8.3564 1.4534 -3.5579
C 8.5271 2.7420 -2.7830
O 7.4684 3.6475 -3.0908
O 8.3132 1.7011 -4.9519
H 9.1914 0.7783 -3.3676
H 7.4292 0.9550 -3.2409
H 9.4469 3.2405 -3.0871
H 8.5730 2.5438 -1.7075
H 6.6479 3.3084 -2.7103
H 7.8101 2.5163 -5.0647
C -0.8331 -8.0825 -3.1024
C 0.4050 -7.2382 -2.8984
O 0.2245 -6.3582 -1.7828
O -1.9743 -7.2589 -3.2858
H -0.7273 -8.7073 -3.9889
H -0.9852 -8.7375 -2.2342
H 0.5577 -6.5899 -3.7608
H 1.2923 -7.8623 -2.7644
H 0.2378 -6.8892 -0.9797
H -1.8736 -6.5264 -2.6675
C 2.0352 -1.5760 8.4254
C 2.2204 -0.3671 9.3156
O 1.1287 0.5370 9.1482
O 1.9014 -1.1679 7.0687
H 2.8944 -2.2433 8.4915
H 1.1396 -2.1320 8.7337
H 3.1079 0.1840 9.0067
H 2.3351 -0.6608 10.3624
H 0.3481 0.1602 9.5669
H 1.3828 -0.3534 7.0972
```

Values from the calculation:
HOMO (eV): -11.357
Multiplicity: 1
Charge: +1
Orbital gap (Eh): 0.280

Atomic partial charges in e from the Mulliken method, atoms 1 to 5:
1 C -0.662
2 C -0.464
3 C -0.431
4 C -0.931
5 N 1.818



Density functional theory data (ωB97M-V/def2-TZVPD) for CH5ClN2 in the gas phase.

Structure (XYZ):
```
9
Properties=species:S:1:pos:R:3
C -0.1580 0.0512 0.3017
N 0.3523 1.2332 -0.1840
N 0.4173 -1.1226 -0.2153
Cl -2.0977 -0.0269 -0.1663
H -0.2015 -0.0188 1.4477
H 1.0988 1.2177 -0.8807
H 0.3507 2.1016 0.4264
H 0.2978 -1.9446 0.4137
H -0.0597 -1.4907 -1.1432
```

Values from the calculation:
HOMO (eV): -9.507
Multiplicity: 1
Charge: 0
Energy above the lowest of the compared OMol25 structures with the same formula, charge and spin (kJ/mol): 0.0
Orbital gap (Eh): 0.382

Atomic partial charges in e from the Mulliken method, atoms 1 to 5:
1 C 0.183
2 N -0.431
3 N -0.641
4 Cl -0.346
5 H 0.234



Q: What is the formula in the fourth record?
A: CH5ClN2



Q: The highest HOMO belongs to which entry?
A: C39H43BaN7O3P2SSi



Repeat the fourth record exactly.
Density functional theory data (ωB97M-V/def2-TZVPD) for CH5ClN2 in the gas phase.

Structure (XYZ):
```
9
Properties=species:S:1:pos:R:3
C -0.1580 0.0512 0.3017
N 0.3523 1.2332 -0.1840
N 0.4173 -1.1226 -0.2153
Cl -2.0977 -0.0269 -0.1663
H -0.2015 -0.0188 1.4477
H 1.0988 1.2177 -0.8807
H 0.3507 2.1016 0.4264
H 0.2978 -1.9446 0.4137
H -0.0597 -1.4907 -1.1432
```

Values from the calculation:
HOMO (eV): -9.507
Multiplicity: 1
Charge: 0
Energy above the lowest of the compared OMol25 structures with the same formula, charge and spin (kJ/mol): 0.0
Orbital gap (Eh): 0.382

Atomic partial charges in e from the Mulliken method, atoms 1 to 5:
1 C 0.183
2 N -0.431
3 N -0.641
4 Cl -0.346
5 H 0.234